C3H8N2O | ωB97M-V with the def2-TZVPD basis set

```
! wB97M-V def2-TZVPD RIJCOSX def2/J DEFGRID3
* xyz 0 1
C -1.355 1.505 0.136
C -1.496 0.011 0.261
O -0.794 -0.673 -0.825
C 0.512 -0.857 -0.672
N 1.242 -0.421 0.301
N 2.627 -0.654 0.168
H -0.286 1.770 0.181
H -1.877 1.967 0.936
H -1.741 1.791 -0.831
H -1.107 -0.350 1.191
H -2.530 -0.280 0.091
H 0.941 -1.378 -1.559
H 3.005 -0.944 1.112
H 2.860 -1.487 -0.491
*
```

Properties
- SMILES = CCO/C=N/N
- energy (a.u.) = -303.7995
- relative energy (zero: lowest compared OMol25 entry of this formula, charge and spin) (kJ/mol) = 243.3
- LUMO level (eV) = 1.1157
- orbital gap (eV) = 9.57

***

C3H8N2O | ωB97M-V with the def2-TZVPD basis set

```
! wB97M-V def2-TZVPD RIJCOSX def2/J DEFGRID3
* xyz 0 1
C 2.563 0.103 0.395
C -2.750 -0.338 0.153
C 1.456 0.272 -0.518
N -0.493 -0.799 0.082
N -1.347 0.077 -0.007
O -1.174 1.208 -0.497
H 2.970 -0.969 0.413
H 3.250 0.776 0.095
H 2.295 0.320 1.477
H -3.232 -0.054 -0.787
H -2.594 -1.477 0.095
H -3.308 -0.122 1.060
H 1.377 -0.230 -1.458
H 0.988 1.231 -0.503
*
```

Properties
- energy (a.u.) = -303.6420
- relative energy (zero: lowest compared OMol25 entry of this formula, charge and spin) (kJ/mol) = 656.8
- LUMO level (alpha / beta) (eV) = 0.1367 / 0.1371
- orbital gap (alpha / beta) (eV) = 8.82 / 8.82

***

C3H8N2O | ωB97M-V with the def2-TZVPD basis set

```
! wB97M-V def2-TZVPD RIJCOSX def2/J DEFGRID3
* xyz 0 1
C 1.104 -0.763 -1.458
N 0.599 0.123 -0.433
C -0.772 -0.403 0.078
C -1.142 0.656 1.116
N -0.266 0.597 2.174
O -1.934 1.514 0.805
H 1.876 -0.257 -2.047
H 0.470 -1.120 -2.281
H 1.588 -1.624 -0.974
H 0.325 1.009 -0.843
H -0.850 -1.467 0.304
H -1.249 -0.343 -0.911
H 0.655 0.649 1.727
H -0.403 1.429 2.742
*
```

Properties
- SMILES = CNCC(N)=O
- energy (a.u.) = -303.8289
- relative energy (zero: lowest compared OMol25 entry of this formula, charge and spin) (kJ/mol) = 166.1
- LUMO level (eV) = 0.9716
- orbital gap (eV) = 10.52

***

C3H8N2O2 | ωB97M-V with the def2-TZVPD basis set

```
! wB97M-V def2-TZVPD RIJCOSX def2/J DEFGRID3
* xyz 0 1
C -0.064 -1.473 0.061
C 2.349 0.351 -2.101
C -0.583 0.841 0.303
N -2.145 -0.735 1.114
N -0.874 -0.576 0.475
O 3.121 0.791 -1.304
O -0.189 1.422 1.509
H -0.432 -2.484 0.310
H 2.340 -0.709 -2.403
H 0.188 0.931 -0.469
H -1.498 1.356 -0.003
H -2.219 -0.075 1.884
H -2.244 -1.688 1.454
H 0.673 1.072 1.759
H 1.578 0.975 -2.589
*
```

Properties
- energy (a.u.) = -378.9518
- relative energy (zero: lowest compared OMol25 entry of this formula, charge and spin) (kJ/mol) = 496.8
- LUMO level (eV) = 0.8637
- orbital gap (eV) = 9.45